Entry 1:
# C25H19CdF3N6O3S3

C25H19CdF3N6O3S3 as an isolated structure at a distorted geometry (ωB97M-V/def2-TZVPD, OMol25).

XYZ file:
```
60
Properties=species:S:1:pos:R:3:forces:R:3:lowdin_charge:R:1
Cd 0.568 -1.406 -1.271 0.529 0.979 0.501 1.395
C -1.987 1.491 -2.182 -0.053 -0.038 -0.627 -0.223
C -1.326 1.716 -0.972 0.636 -0.022 0.269 -0.236
C 0.048 1.980 -1.254 -0.601 -0.338 0.060 -0.236
C 0.208 1.912 -2.645 -0.104 0.196 -0.369 -0.240
C -1.046 1.626 -3.230 -0.271 0.272 0.158 -0.249
H -3.035 1.249 -2.316 -0.026 0.047 0.066 0.054
H -1.760 1.731 0.017 -0.042 -0.112 0.019 0.046
H 0.800 2.245 -0.527 0.052 -0.147 0.014 0.053
H 1.132 2.091 -3.182 0.045 -0.019 0.006 0.072
H -1.272 1.556 -4.288 0.054 -0.024 0.068 0.062
C -0.591 -1.118 -6.857 0.054 0.058 0.196 -0.091
C -1.545 -2.050 -6.450 -0.040 -0.001 -0.107 -0.105
C -1.729 -2.314 -5.111 0.093 0.009 0.494 -0.026
C -0.946 -1.657 -4.145 0.188 0.270 -1.481 -0.251
C 0.002 -0.720 -4.561 -0.018 -0.282 0.512 -0.046
C 0.169 -0.454 -5.909 -0.004 -0.046 -0.389 -0.066
N -1.067 -1.884 -2.777 -0.941 -0.823 0.768 0.020
N -2.013 -2.640 -2.441 0.536 0.652 -1.282 0.093
C -2.203 -2.884 -1.093 -0.348 -0.274 1.687 -0.333
C -3.198 -3.815 -0.773 0.249 0.191 -0.521 -0.017
C -3.459 -4.089 0.553 0.122 0.063 0.339 -0.076
C -2.723 -3.427 1.525 -0.157 -0.129 -0.301 -0.041
C -1.761 -2.510 1.120 -0.030 -0.024 0.419 -0.148
N -1.510 -2.240 -0.149 -0.203 -0.029 -0.747 0.070
H -0.445 -0.919 -7.912 -0.001 0.017 -0.003 0.093
H -2.142 -2.571 -7.188 -0.004 -0.006 0.018 0.091
H -2.460 -3.033 -4.775 -0.055 -0.042 -0.055 0.095
H 0.586 -0.190 -3.821 0.005 -0.084 -0.067 0.067
H 0.903 0.278 -6.221 0.022 0.007 0.058 0.110
H -3.726 -4.304 -1.581 -0.026 0.029 0.004 0.103
H -4.223 -4.806 0.829 0.007 -0.013 -0.028 0.099
H -2.883 -3.611 2.578 0.012 0.038 0.013 0.103
H -1.177 -1.955 1.846 0.113 0.047 -0.114 0.028
S 0.067 0.740 7.316 -0.121 -0.122 0.372 0.484
C 0.361 0.840 5.676 0.051 0.200 -0.258 -1.126
S -0.136 -0.400 4.570 0.348 0.599 -0.391 0.894
C 0.473 0.584 3.145 -0.249 -0.414 1.173 -1.123
N 0.995 1.683 3.590 0.322 0.502 -0.332 -0.033
N 0.947 1.838 4.966 -0.258 -0.640 0.041 -0.151
C 1.500 3.062 5.429 0.096 0.236 -0.051 -0.179
C 1.907 3.278 6.746 -0.018 -0.113 -0.066 -0.059
C 2.491 4.485 7.101 0.014 0.040 -0.020 -0.107
C 2.683 5.490 6.168 0.031 0.075 0.011 -0.125
C 2.272 5.281 4.858 -0.013 -0.024 0.071 -0.099
C 1.686 4.085 4.488 -0.093 -0.115 0.017 -0.018
S 0.282 0.083 1.574 -0.037 0.069 -0.144 0.563
H 1.766 2.507 7.483 0.011 -0.047 0.011 0.020
H 2.806 4.632 8.127 -0.003 -0.022 0.001 0.093
H 3.154 6.424 6.452 -0.022 -0.004 0.012 0.087
H 2.410 6.053 4.112 -0.004 -0.007 -0.011 0.096
H 1.374 3.912 3.471 0.025 -0.017 -0.030 0.103
F 0.739 -4.228 -0.238 -0.025 -0.045 -0.028 -0.063
C 1.508 -3.058 -0.146 0.331 -0.606 0.396 -0.598
F 1.666 -2.898 1.203 -0.090 -0.053 -0.062 -0.037
F 2.748 -3.469 -0.567 -0.101 0.080 -0.044 -0.015
O 2.527 -0.276 -1.738 0.080 -0.113 -0.126 -0.147
N 3.045 -1.056 -2.595 0.402 0.078 -0.240 -0.597
O 4.210 -0.897 -2.961 -0.470 -0.063 0.143 -0.010
O 2.326 -1.972 -3.065 -0.001 0.106 -0.023 -0.122
```
Forces are in eV/Å.

**Multiplicity**: 1
**Net charge**: -2
**Electronic energy**: -3180.1003 Ha

***

Entry 2:
# C25H19Cl3N3O4STm

C25H19Cl3N3O4STm as an isolated structure at a distorted geometry (ωB97M-V/def2-TZVPD, OMol25).

XYZ file:
```
56
Properties=species:S:1:pos:R:3:forces:R:3:lowdin_spin:R:1
Tm -0.058 0.313 -0.085 -1.133 -0.866 0.344 2.016
O 1.114 1.198 -1.674 0.647 0.559 -0.566 -0.003
C 0.806 2.265 -1.062 0.682 0.825 -0.250 0.000
O 0.921 2.282 0.207 0.082 0.589 -0.305 -0.002
C 0.031 3.317 -1.767 -0.035 -0.029 0.007 0.000
C 0.531 4.580 -2.045 0.038 -0.074 -0.032 0.000
C -0.263 5.500 -2.709 -0.051 -0.010 -0.021 0.000
C -1.557 5.143 -3.069 -0.018 -0.055 0.020 0.000
C -2.066 3.891 -2.752 -0.035 -0.014 0.006 0.000
C -1.287 2.944 -2.082 0.033 -0.001 0.015 0.000
S -2.003 1.380 -1.598 -0.201 0.320 -0.136 -0.003
H 1.542 4.838 -1.746 -0.053 -0.039 -0.027 0.000
H 0.121 6.485 -2.941 -0.015 -0.014 0.000 0.000
H -2.185 5.855 -3.591 -0.002 -0.021 0.012 0.000
H -3.086 3.630 -3.007 0.049 0.041 -0.001 0.000
Cl -1.897 -5.428 4.161 0.044 0.074 -0.055 0.000
C -1.112 -4.156 3.272 -0.004 -0.073 0.059 0.000
C -1.864 -3.310 2.480 -0.171 0.026 -0.053 0.000
C -1.207 -2.309 1.797 -0.182 0.034 -0.096 0.000
Cl -2.125 -1.248 0.726 -0.382 -0.517 0.338 -0.001
C 0.169 -2.077 1.868 0.194 0.237 -0.245 0.000
O 0.744 -1.090 1.214 0.044 -0.850 0.806 -0.003
C 0.882 -2.987 2.656 0.186 -0.038 0.182 0.000
Cl 2.605 -2.799 2.754 -0.128 -0.019 0.012 0.000
C 0.262 -4.007 3.355 0.109 -0.035 0.042 0.000
H -2.936 -3.431 2.392 0.048 0.002 0.003 0.000
H 0.852 -4.681 3.960 -0.017 0.023 -0.010 0.000
N 3.177 -1.703 -5.932 -0.038 -0.119 0.059 0.000
C 3.108 -2.587 -4.900 0.035 0.016 0.015 0.000
O 3.787 -3.589 -4.830 -0.011 0.063 -0.034 0.000
C 2.119 -2.240 -3.817 0.079 0.002 -0.132 0.000
C 0.935 -1.566 -4.067 -0.003 -0.086 -0.090 0.000
C 0.111 -1.263 -3.002 -0.252 -0.013 -0.004 0.000
N 0.410 -1.563 -1.736 0.178 0.202 0.018 -0.002
C 1.540 -2.248 -1.508 -0.081 -0.033 0.015 0.000
C 2.407 -2.620 -2.516 0.039 -0.058 0.026 0.000
H 3.886 -1.858 -6.629 0.000 -0.011 -0.011 0.000
H 2.737 -0.802 -5.884 0.014 0.018 0.026 0.000
H 0.635 -1.289 -5.069 0.006 -0.001 0.033 0.000
H -0.825 -0.743 -3.156 0.006 0.138 0.005 0.000
H 1.756 -2.487 -0.475 0.013 0.047 0.036 0.000
H 3.306 -3.179 -2.302 0.006 0.000 0.002 0.000
N -1.342 1.717 1.721 0.411 -0.201 0.314 -0.001
C -1.207 1.266 3.080 -0.159 0.027 -0.101 0.000
C 0.046 0.911 3.565 0.051 0.042 0.080 0.000
C 0.173 0.400 4.847 -0.027 -0.001 0.024 0.000
C -0.945 0.238 5.656 -0.013 0.023 -0.040 0.000
C -2.194 0.606 5.174 0.008 0.006 -0.041 0.000
C -2.324 1.124 3.891 -0.080 -0.121 0.037 0.000
H -0.786 2.550 1.556 0.032 0.081 -0.024 0.000
H -2.304 1.940 1.501 -0.044 -0.087 -0.155 0.000
H 0.922 1.027 2.941 0.034 -0.009 -0.044 0.000
H 1.155 0.120 5.212 -0.040 0.013 -0.017 0.000
H -0.842 -0.167 6.655 -0.008 0.009 -0.033 0.000
H -3.074 0.496 5.798 0.053 -0.002 -0.037 0.000
H -3.302 1.410 3.514 0.062 -0.020 0.026 0.000
```
Forces are in eV/Å.

**Multiplicity**: 3
**Energy above the lowest of the compared OMol25 structures with the same formula, charge and spin**: 28.6 kJ/mol
**Electronic energy**: -4293.5094 Ha

***

Entry 3:
# C25H19Cl3NO4PPbSi

C25H19Cl3NO4PPbSi as an isolated structure (ωB97M-V/def2-TZVPD, OMol25).

XYZ file:
```
55
Properties=species:S:1:pos:R:3:forces:R:3:lowdin_charge:R:1
Pb -0.938 -0.490 -0.108 -0.071 0.067 -0.089 1.208
O -0.738 -2.053 -1.870 0.106 -0.056 -0.056 -0.205
C 0.259 -2.326 -2.546 -0.059 0.024 0.057 -0.195
C 1.603 -1.845 -2.391 0.031 -0.004 0.008 -0.113
C 2.544 -2.373 -3.292 -0.047 0.033 0.035 0.054
C 3.855 -2.003 -3.217 0.032 0.015 -0.032 -0.148
C 4.295 -1.089 -2.246 -0.023 0.000 0.003 0.023
C 3.402 -0.558 -1.361 -0.013 -0.026 -0.020 0.018
C 2.022 -0.907 -1.392 -0.051 0.057 -0.061 -0.346
O 1.242 -0.359 -0.531 0.051 -0.031 0.076 -0.296
N 4.817 -2.571 -4.159 0.068 -0.122 0.024 -0.359
O 5.979 -2.222 -4.054 -0.146 -0.026 -0.056 0.072
O 4.405 -3.371 -4.980 0.067 0.134 0.071 0.070
H 0.116 -3.041 -3.371 0.015 0.013 0.012 0.142
H 2.232 -3.078 -4.051 -0.001 -0.010 -0.010 0.130
H 5.340 -0.816 -2.219 0.007 0.001 -0.004 0.124
H 3.711 0.157 -0.611 0.002 0.000 0.002 0.124
C 1.452 0.577 7.963 0.007 -0.004 -0.010 -0.088
C 1.936 -0.372 7.076 -0.011 0.007 0.012 -0.081
C 1.269 -0.618 5.883 -0.008 -0.019 -0.013 -0.090
C 0.107 0.081 5.567 0.034 -0.003 -0.030 -0.389
C -0.380 1.022 6.474 -0.003 0.020 0.003 -0.111
C 0.292 1.277 7.658 -0.005 -0.010 0.000 -0.085
P -0.849 -0.144 4.018 0.056 0.003 0.078 1.091
C -0.222 1.264 3.022 -0.031 0.003 -0.014 -0.406
C 1.070 1.777 3.116 0.021 0.008 0.022 -0.090
C 1.485 2.803 2.279 -0.025 0.006 -0.010 -0.060
C 0.614 3.338 1.340 0.002 -0.020 0.027 -0.089
C -0.689 2.865 1.259 0.030 -0.018 0.006 -0.125
C -1.103 1.841 2.103 0.011 -0.010 -0.016 -0.194
C 0.028 -1.567 3.254 -0.030 -0.010 -0.042 -0.434
C 1.136 -1.470 2.415 0.002 -0.019 0.025 -0.150
C 1.694 -2.607 1.842 -0.006 0.010 0.014 -0.083
C 1.158 -3.858 2.112 -0.011 0.007 0.005 -0.076
C 0.057 -3.968 2.952 0.016 -0.005 -0.009 -0.078
C -0.506 -2.831 3.511 -0.033 0.011 -0.006 -0.112
H 1.973 0.769 8.892 0.006 0.002 0.008 0.102
H 2.836 -0.925 7.310 0.011 -0.006 0.004 0.103
H 1.658 -1.362 5.198 0.000 0.007 0.004 0.099
H -1.293 1.561 6.247 -0.005 0.004 0.001 0.101
H -0.095 2.014 8.350 -0.007 0.012 0.007 0.103
H 1.755 1.370 3.851 -0.001 0.003 -0.007 0.110
H 2.495 3.186 2.359 0.006 0.000 0.000 0.108
H 0.943 4.126 0.678 0.000 0.009 -0.006 0.100
H -1.382 3.298 0.550 -0.018 0.020 -0.006 0.080
H -2.132 1.498 2.071 -0.016 -0.001 0.002 0.089
H 1.565 -0.504 2.182 0.008 0.005 -0.008 0.089
H 2.545 -2.509 1.180 0.010 -0.001 -0.001 0.107
H 1.592 -4.743 1.666 0.004 -0.011 -0.007 0.105
H -0.370 -4.939 3.162 -0.008 -0.012 0.009 0.105
H -1.380 -2.920 4.145 0.000 -0.004 0.001 0.101
Cl 0.495 2.750 -2.171 -0.001 -0.004 -0.017 0.217
Si -1.112 1.437 -2.110 0.039 -0.074 -0.035 -0.748
Cl -1.135 0.574 -4.006 -0.006 0.016 0.025 0.202
Cl -2.808 2.642 -2.048 -0.010 0.009 0.026 0.176
```
Forces are in eV/Å.

**Multiplicity**: 1
**Energy above the lowest of the compared OMol25 structures with the same formula, charge and spin**: 15.6 kJ/mol
**Electronic energy**: -3524.1628 Ha